No. 1
Here is a structure of composition C32H21F6N6O7PbS3 in a non-equilibrium geometry from the Open Molecules 2025 dataset. Energies are from ωB97M-V/def2-TZVPD.

Summary:
- HOMO: -5.95 eV
- Orbital gap: 0.281 Eh
- Net charge: -1
- Spin multiplicity: 1
- LUMO energy: 1.7 eV
- Total energy: -4073.99485 Eh

XYZ file:
```
76
C32H21F6N6O7PbS3, DFT ωB97M-V/def2-TZVPD
Pb -1.4247 0.5004 -0.8872
F 0.1884 5.5216 2.0444
C -0.9331 5.1402 2.6451
F -0.7409 5.2884 3.9614
F -1.9343 5.9443 2.3095
S -1.3364 3.3424 2.2229
O -0.3012 2.8496 1.3592
O -2.7067 3.3340 1.8030
N -1.2365 2.7682 3.7137
S -0.5964 1.4319 4.1722
O 0.3784 0.8253 3.3034
O -0.2984 1.4756 5.5755
C -1.9972 0.2429 4.0767
F -2.5128 0.2018 2.8412
F -1.5605 -1.0013 4.3658
F -2.9759 0.5327 4.9312
C 0.7913 -3.8790 -1.6219
C 1.3845 -3.6211 -2.8507
C 0.9328 -2.5584 -3.6068
C -0.0970 -1.7508 -3.1146
N -0.6399 -1.9876 -1.9183
C -0.2130 -3.0273 -1.2039
C -0.6449 -0.6027 -3.8875
C -0.6816 -0.7035 -5.2784
C -1.2568 0.3001 -6.0408
C -1.7597 1.4255 -5.4063
C -1.6750 1.5379 -4.0238
C -1.1411 0.5296 -3.2227
H 1.1058 -4.7057 -1.0002
H 2.1943 -4.2419 -3.2133
H 1.3815 -2.3381 -4.5650
H -0.7058 -3.1828 -0.2509
H -0.2956 -1.5870 -5.7734
H -1.3072 0.2033 -7.1183
H -2.2224 2.2193 -5.9804
H -2.0157 2.4594 -3.5677
O -3.8782 1.4571 -1.1646
C -3.3995 2.5925 -1.2554
N -2.0854 2.8386 -1.0798
S -1.6861 4.3810 -1.3515
O -1.3641 5.0814 -0.1443
O -0.7544 4.4853 -2.4441
C -3.3090 4.8687 -1.8882
C -3.7340 6.0568 -2.4468
C -5.0623 6.1347 -2.8469
C -5.9318 5.0605 -2.6624
C -5.4885 3.8784 -2.0842
C -4.1591 3.7976 -1.7133
H -3.0504 6.8837 -2.5855
H -5.4248 7.0388 -3.3194
H -6.9613 5.1496 -2.9848
H -6.1448 3.0319 -1.9321
N 3.2009 -4.0812 3.1874
C 4.2926 -4.8764 3.4590
C 4.4853 -5.9529 4.3192
C 5.7341 -6.5430 4.3040
C 6.7592 -6.0692 3.4685
C 6.5598 -4.9962 2.6229
C 5.2999 -4.3993 2.6123
N 4.8231 -3.3482 1.8456
C 3.5836 -3.1893 2.2182
C 2.6509 -2.2126 1.6337
C 1.3420 -2.0884 2.0717
C 0.4945 -1.2206 1.4038
N 0.8755 -0.5035 0.3585
C 2.1544 -0.5693 -0.0188
C 3.0722 -1.4114 0.5762
H 2.3101 -4.1109 3.6491
H 3.6977 -6.3149 4.9671
H 5.9255 -7.3959 4.9419
H 7.7243 -6.5582 3.4926
H 7.3455 -4.6233 1.9798
H 0.9570 -2.6444 2.9164
H -0.5377 -1.1102 1.7139
H 2.4411 0.0673 -0.8476
H 4.0956 -1.4721 0.2348
```

Mulliken population analysis, charges in e, atoms 1 to 6: 1.196, -0.228, 0.528, -0.237, -0.215, 1.294

No. 2
Here is a structure of composition C32H22Cl2F5N8NaO3S from the Open Molecules 2025 dataset. Energies are from ωB97M-V/def2-TZVPD.

Summary:
- HOMO: -1.77 eV
- Orbital gap: 0.194 Eh
- Net charge: -2
- Spin multiplicity: 1
- LUMO energy: 3.5 eV
- Total energy: -3876.80521 Eh

XYZ file:
```
74
C32H22Cl2F5N8NaO3S, DFT ωB97M-V/def2-TZVPD
Na 0.0747 0.1458 -0.8096
Cl 0.5940 -1.8619 -7.7764
C 0.3422 -0.8672 -6.3546
C 0.8224 -1.3174 -5.1356
C 0.6578 -0.5751 -3.9503
N 1.0780 -0.9758 -2.6831
C 1.7453 -2.1093 -2.5099
O 2.1343 -2.9654 -3.3341
C 2.1019 -2.4178 -1.0527
C 2.6484 -3.6719 -0.7726
C 2.9876 -3.9911 0.5275
C 2.7802 -3.0467 1.5234
C 2.2253 -1.8336 1.1579
N 1.8934 -1.5132 -0.0947
C -0.0068 0.6826 -4.0523
C -0.4952 1.0975 -5.2913
C -0.3235 0.3411 -6.4376
Cl -0.9529 0.9457 -7.9558
N -0.0484 1.5420 -2.9473
C -1.1262 2.2518 -2.7309
O -2.2834 2.1658 -3.2459
C -0.9667 3.3423 -1.6718
C -2.0170 4.2433 -1.4912
C -1.9097 5.2223 -0.5218
C -0.7571 5.2770 0.2495
C 0.2377 4.3461 -0.0098
N 0.1505 3.4096 -0.9481
H 1.3308 -2.2652 -5.0820
H 2.7796 -4.3542 -1.5992
H 3.3947 -4.9666 0.7676
H 3.0133 -3.2477 2.5616
H 2.0193 -1.0860 1.9172
H -1.0219 2.0386 -5.3586
H -2.8930 4.1318 -2.1144
H -2.7161 5.9289 -0.3604
H -0.6280 6.0144 1.0320
H 1.1552 4.3497 0.5756
C -4.9130 0.1853 -1.5367
N -3.6414 0.7949 -1.2442
C -2.9406 0.6149 -0.1086
N -3.5066 -0.1451 0.8961
O -1.8214 1.1253 0.0488
H -5.1288 0.3460 -2.5912
H -5.7318 0.6132 -0.9482
H -4.8997 -0.8962 -1.3740
H -3.1936 1.3689 -1.9712
H -4.1876 -0.8230 0.5885
H -2.7454 -0.6046 1.4095
N 1.6553 0.7756 6.0184
C 2.5299 1.4624 5.2710
S 3.8861 2.1585 5.9161
C 2.1737 1.5164 3.8275
C 3.1522 1.5429 2.8374
C 2.7531 1.4258 1.5165
N 1.4781 1.3264 1.1423
C 0.5415 1.3953 2.0813
C 0.8441 1.4724 3.4339
H 1.8743 0.6281 6.9884
H 0.9730 0.1744 5.5771
H 4.1981 1.5897 3.1069
H 3.4868 1.3594 0.7203
H -0.4896 1.3330 1.7438
H 0.0354 1.4884 4.1500
F -0.9928 -0.7832 3.7276
C -0.7481 -1.9563 3.0223
C -1.0649 -2.0519 1.6965
C -0.8177 -3.2865 1.1519
F -1.1119 -3.5294 -0.1597
C -0.2692 -4.3511 1.8440
F -0.0336 -5.5499 1.2730
C 0.0596 -4.1794 3.1763
F 0.6200 -5.1891 3.8737
C -0.1838 -2.9640 3.7822
F 0.1396 -2.7980 5.0928
```

Mulliken population analysis, charges in e, atoms 1 to 6: 0.737, -0.278, 0.124, -0.721, -0.097, -0.092

No. 3
Here is a structure of composition C32H23AsCuI2N3OS2 from the Open Molecules 2025 dataset. Energies are from ωB97M-V/def2-TZVPD.

Summary:
- HOMO: -1.14 eV
- Orbital gap: 0.167 Eh
- Net charge: -2
- Spin multiplicity: 1
- LUMO energy: 3.4 eV
- Total energy: -6740.67979 Eh

XYZ file:
```
65
C32H23AsCuI2N3OS2, DFT ωB97M-V/def2-TZVPD
Cu -1.6409 0.3087 0.5691
I -3.0362 -1.8125 5.3445
C -3.5955 -0.0405 4.3896
C -4.4572 0.8444 5.0362
C -4.8503 2.0119 4.4352
I -6.1643 3.2729 5.4778
C -4.3747 2.3534 3.1421
C -4.7162 3.5217 2.4250
C -4.1930 3.7428 1.1833
C -3.2938 2.8124 0.6360
N -2.9557 1.7231 1.2887
C -3.4866 1.4594 2.5039
C -3.0744 0.1824 3.0989
O -2.3270 -0.6070 2.4764
H -4.8214 0.5964 6.0243
H -5.4012 4.2334 2.8681
H -4.4591 4.6235 0.6143
H -2.8727 2.9344 -0.3546
S -3.4443 1.1159 -2.5354
C -0.8595 -0.4897 -2.5653
C -0.9859 -1.3615 -3.7395
C 0.4195 -1.7737 -3.8186
C 2.5971 -0.4117 -3.2382
C 2.4174 0.0742 -1.9805
C 1.1617 0.4230 -1.3735
As 0.6660 -0.0095 0.3689
C 2.1059 0.8080 1.4295
C 2.7680 1.9181 0.9106
C 3.7422 2.5694 1.6551
C 4.0658 2.1223 2.9295
C 3.4094 1.0167 3.4526
C 2.4362 0.3649 2.7066
C 1.0702 -1.8788 0.7994
C 2.0078 -2.6197 0.0856
C 2.2471 -3.9467 0.4148
C 1.5486 -4.5462 1.4561
C 0.5955 -3.8192 2.1551
C 0.3497 -2.4922 1.8220
H -1.8928 -1.7890 -4.1417
H 0.5706 -2.7938 -4.1725
H 3.6278 -0.5303 -3.5672
H 3.3229 0.1679 -1.3737
H 2.5167 2.2491 -0.0920
H 4.2526 3.4292 1.2356
H 4.8260 2.6311 3.5114
H 3.6549 0.6586 4.4461
H 1.9332 -0.5014 3.1214
H 2.5291 -2.1629 -0.7469
H 2.9726 -4.5189 -0.1526
H 1.7332 -5.5845 1.7089
H 0.0249 -4.2875 2.9489
H -0.4342 -1.9414 2.3326
C 2.3587 -1.7039 -5.3042
C 1.5743 -0.8288 -4.3066
C 0.9802 0.3118 -5.1286
C 0.3296 1.3601 -4.5953
N 0.3642 1.5680 -3.2473
C 0.1659 0.6118 -2.3989
S -2.3783 -0.3547 -1.5748
N -0.2979 -1.8620 -2.5148
H 3.1571 -1.1179 -5.7648
H 1.7009 -2.0720 -6.0968
H 2.8051 -2.5608 -4.7941
H 1.0664 0.2376 -6.2088
H -0.0617 2.1607 -5.2167
```

Mulliken population analysis, charges in e, atoms 1 to 6: -0.034, -0.038, -0.618, -0.444, -0.251, -0.045

No. 4
Here is a structure of composition C32H23BrF3IN3O2RuS in a non-equilibrium geometry from the Open Molecules 2025 dataset. Energies are from ωB97M-V/def2-TZVPD.

Summary:
- HOMO (spin up / spin down): -7.84 / -7.83 eV
- Orbital gap (spin up / spin down): 0.256 / 0.274 Eh
- Spin multiplicity: 2
- Expectation value of S²: 0.82
- LUMO energy (spin up / spin down): -0.9 / -0.4 eV
- Total energy: -5212.28687 Eh

XYZ file:
```
67
C32H23BrF3IN3O2RuS, DFT ωB97M-V/def2-TZVPD
Ru 0.0049 -0.7405 1.3625
O 0.7971 2.3060 -4.1616
C 1.5418 1.1665 -4.1337
C 2.0524 0.7310 -5.3541
C 2.7926 -0.4316 -5.4252
C 3.0359 -1.1816 -4.2794
C 2.5332 -0.7501 -3.0680
C 1.7843 0.4255 -2.9785
C 1.2257 0.8051 -1.6256
O 0.1340 -0.0408 -1.1959
N 2.2606 0.6121 -0.6376
N 1.7959 0.6925 0.6821
C 2.3704 -0.1425 1.5108
C 1.7707 -0.3781 2.7501
Br 0.6593 -2.9169 0.3720
C 2.0869 -0.3934 4.0296
C 3.3683 0.1240 4.5431
C 3.8477 -0.3863 5.7514
C 5.1058 -0.0412 6.2147
C 5.8993 0.8375 5.4919
C 5.4154 1.3854 4.3122
C 4.1611 1.0339 3.8413
H 0.5385 2.5690 -3.2737
H 1.8419 1.3222 -6.2359
H 3.1840 -0.7581 -6.3801
H 3.5997 -2.1036 -4.3314
H 2.6833 -1.3302 -2.1670
H 0.8338 1.8385 -1.6196
H 3.0811 1.1733 -0.8129
H 3.2015 -0.7693 1.1695
H 1.4232 -0.8439 4.7593
H 3.2292 -1.0769 6.3119
H 5.4677 -0.4671 7.1419
H 6.8854 1.1015 5.8508
H 6.0170 2.0932 3.7564
H 3.7786 1.4791 2.9320
F -3.8575 0.4387 4.6468
C -4.5465 -0.5713 4.0988
F -4.5204 -1.5969 4.9750
F -5.8349 -0.1610 4.0216
C -4.0402 -0.9854 2.7461
C -4.9554 -1.2812 1.7510
C -4.5162 -1.6851 0.4974
C -3.1537 -1.7581 0.2823
N -2.2719 -1.4695 1.2302
C -2.6641 -1.1026 2.4627
S -1.3577 -0.8019 3.5407
H -6.0132 -1.1896 1.9559
H -5.2126 -1.9413 -0.2872
H -2.7443 -2.0662 -0.6739
I -1.3993 1.8463 0.7142
C -2.3464 1.6114 -1.1886
C -3.4055 2.4562 -1.3743
C -4.2198 2.3386 -2.5125
C -3.9975 1.3313 -3.4026
C -2.9186 0.4355 -3.2339
C -2.7358 -0.6284 -4.1460
C -1.7157 -1.5176 -3.9866
C -0.7763 -1.3274 -2.9612
C -0.8803 -0.2642 -2.1063
C -2.0144 0.6037 -2.1382
H -3.6360 3.2055 -0.6291
H -5.0417 3.0287 -2.6489
H -4.6545 1.1919 -4.2522
H -3.4341 -0.7263 -4.9681
H -1.5952 -2.3484 -4.6689
H 0.0515 -2.0101 -2.8470
```

Mulliken population analysis, charges in e, atoms 1 to 6: -0.201, -0.681, 0.718, -0.673, -0.373, -0.847

No. 5
Here is a structure of composition C32H23BrN5NaO2PSSe2 in a non-equilibrium geometry from the Open Molecules 2025 dataset. Energies are from ωB97M-V/def2-TZVPD.

Summary:
- HOMO (spin up / spin down): -4.32 / -4.32 eV
- Orbital gap (spin up / spin down): 0.228 / 0.226 Eh
- Net charge: -1
- Spin multiplicity: 1
- LUMO energy (spin up / spin down): 1.9 / 1.8 eV
- Total energy: -9936.18851 Eh

XYZ file:
```
68
C32H23BrN5NaO2PSSe2, DFT ωB97M-V/def2-TZVPD
Na 2.1926 -0.1755 -0.8555
S 1.5924 -0.7000 2.7971
C 3.1792 -0.2979 2.1940
C 4.2019 0.0231 3.1129
C 5.4606 0.3359 2.6538
C 5.7116 0.3341 1.2830
C 4.6635 0.0060 0.4527
N 3.4313 -0.3058 0.8735
H 3.9728 0.0068 4.1700
H 6.2531 0.5769 3.3545
H 6.6874 0.5705 0.8779
H 4.8215 -0.0299 -0.6244
Br -4.1069 4.0662 -5.7509
C -3.4772 4.8719 -4.1478
C -2.1246 4.8370 -3.8491
C -1.6719 5.4144 -2.6723
C -2.5613 6.0387 -1.7927
C -3.9073 6.0928 -2.1383
C -4.3738 5.4983 -3.3037
N -2.1318 6.7930 -0.6598
N -1.2096 6.4118 0.1142
C -0.7343 5.0991 0.2227
C 0.6271 5.0110 0.5102
C 1.3339 3.8305 0.4441
C 0.7149 2.5941 0.1115
O 1.4032 1.5661 -0.1028
C -0.7681 2.6322 0.0869
N -1.4168 1.4499 0.0808
C -2.7274 1.4153 0.1444
C -3.5064 2.5754 0.2309
C -2.8746 3.7894 0.2289
C -1.4694 3.8672 0.1306
H -1.4296 4.3490 -4.5200
H -0.6169 5.3899 -2.4307
H -4.5931 6.6026 -1.4711
H -5.4259 5.5293 -3.5554
H 1.1428 5.9481 0.7012
H 2.4047 3.8131 0.6112
H -3.1846 0.4288 0.1550
H -4.5867 2.5112 0.3100
H -3.4574 4.6910 0.3421
Se 0.1019 -1.1475 0.6015
P 1.3040 -3.2073 0.3132
Se 3.3964 -3.5186 0.1454
C 0.7082 -4.0859 1.8537
C -0.4901 -3.7722 2.4981
C -0.9687 -4.5517 3.5444
C -0.2627 -5.6708 3.9598
C 0.9295 -5.9941 3.3282
C 1.4092 -5.2078 2.2894
C 0.3374 -4.2769 -0.8512
C 0.9342 -5.4335 -1.3405
C 0.2364 -6.2784 -2.1973
C -1.0586 -5.9699 -2.5861
C -1.6575 -4.8120 -2.1082
C -0.9696 -3.9771 -1.2394
H -1.0717 -2.9144 2.1992
H -1.8971 -4.2820 4.0332
H -0.6371 -6.2840 4.7718
H 1.4914 -6.8647 3.6447
H 2.3507 -5.4486 1.8127
H 1.9561 -5.6572 -1.0606
H 0.7176 -7.1743 -2.5717
H -1.5973 -6.6248 -3.2608
H -2.6598 -4.5480 -2.4250
H -1.4509 -3.0806 -0.8782
O 1.1548 -1.7091 -1.6470
N 0.2547 -0.9703 -1.1485
```

Mulliken population analysis, charges in e, atoms 1 to 6: 0.926, -0.433, 0.382, -0.789, -0.148, -0.851

No. 6
Here is a structure of composition C32H23ClN6O2Y from the Open Molecules 2025 dataset. Energies are from ωB97M-V/def2-TZVPD.

Summary:
- HOMO (spin up / spin down): -8.26 / -8.22 eV
- Orbital gap (spin up / spin down): 0.178 / 0.175 Eh
- Net charge: +1
- Spin multiplicity: 1
- LUMO energy (spin up / spin down): -3.4 / -3.4 eV
- Total energy: -2210.51908 Eh

XYZ file:
```
65
C32H23ClN6O2Y, DFT ωB97M-V/def2-TZVPD
Y 0.3242 0.3740 0.0508
C -2.1974 -2.4815 2.5640
C -1.8900 -1.6326 1.5577
N -0.9301 -0.6544 1.6734
C -0.3428 -0.5620 2.9312
C -0.6770 -1.4933 3.9298
N -1.5675 -2.4422 3.7804
C 0.6259 0.4757 3.1090
C 0.9538 1.0300 4.3294
C 1.7954 2.1474 4.4125
C 2.2018 2.7396 3.2131
C 1.8246 2.2053 1.9953
N 1.1087 1.0210 1.9301
C 1.9356 2.9016 0.7494
C 2.8788 3.9162 0.4850
N 2.9257 4.5877 -0.6351
C 1.9774 4.2769 -1.5712
C 1.0671 3.2927 -1.3762
N 1.0262 2.5467 -0.2307
C 2.1498 2.7419 5.7273
C 1.8643 2.0898 6.9238
C 2.2093 2.6790 8.1285
N 2.8140 3.8605 8.2298
C 3.0943 4.4827 7.0865
C 2.7887 3.9740 5.8352
H -2.9618 -3.2358 2.4358
H -2.4064 -1.6959 0.6080
H -0.1601 -1.4569 4.8832
H 0.4977 0.6171 5.2154
H 2.7569 3.6654 3.2179
H 3.6322 4.1550 1.2285
H 1.9832 4.8546 -2.4856
H 0.3229 3.0715 -2.1343
H 1.3913 1.1190 6.9457
H 1.9888 2.1728 9.0617
H 3.5878 5.4441 7.1735
H 3.0505 4.5621 4.9673
Cl 0.6575 -2.3994 -0.3658
C 0.1552 -2.3312 -2.0501
C 1.0797 -2.3398 -2.9988
C 0.7884 -1.7122 -4.3097
C -0.4075 -0.8336 -4.4663
C -1.2143 -0.6543 -3.1742
C -1.2384 -1.8992 -2.3377
C -2.3413 -2.5020 -1.9222
H 2.1121 -2.5846 -2.7750
H 1.2237 -2.1408 -5.2022
H -1.3814 0.4518 -5.8303
H -2.1955 -0.2214 -3.3435
H -2.3021 -3.4065 -1.3261
H -3.3219 -2.1121 -2.1708
O 1.7446 0.4490 -1.9975
C 0.8780 0.2580 -2.8068
O -0.4241 0.3145 -2.3709
C 0.9231 -0.1650 -4.2338
C 1.6756 0.6505 -5.2127
C 1.6381 0.5078 -6.5390
C 0.8631 -0.4670 -7.3179
C -0.3211 -0.9871 -7.0004
C -1.1253 -0.6122 -5.7833
H 2.3328 1.3975 -4.7814
H 2.2954 1.1487 -7.1153
H 1.3139 -0.7661 -8.2582
H -0.7655 -1.7097 -7.6738
H -2.0633 -1.1695 -5.7762
```

Mulliken population analysis, charges in e, atoms 1 to 6: 1.186, -0.487, -0.245, -0.324, 0.453, -0.552

No. 7
Here is a structure of composition C32H23CrN2O2 from the Open Molecules 2025 dataset. Energies are from ωB97M-V/def2-TZVPD.

Summary:
- HOMO (spin up / spin down): -4.06 / -4.11 eV
- Orbital gap (spin up / spin down): 0.250 / 0.209 Eh
- Net charge: -1
- Spin multiplicity: 5
- Expectation value of S²: 6.38
- LUMO energy (spin up / spin down): 2.7 / 1.6 eV
- Total energy: -2537.62915 Eh

XYZ file:
```
60
C32H23CrN2O2, DFT ωB97M-V/def2-TZVPD
Cr 0.0870 -0.5977 -0.7950
C -1.5444 -3.9606 -1.3874
O -0.4606 -3.1404 -1.7615
C 0.8016 -3.6269 -1.5257
C 1.0835 -4.9410 -1.2075
C 2.3985 -5.3144 -0.9245
C 3.4052 -4.3685 -0.9420
C 3.1178 -3.0451 -1.2569
C 1.8236 -2.6560 -1.5744
N 1.4641 -1.3662 -1.9703
N 2.0695 -0.3727 -1.1902
C 2.0952 0.8568 -1.9404
C 0.8918 1.4416 -2.3058
O -0.2628 0.8781 -1.9546
C 0.9026 2.6582 -3.0352
C 2.0783 3.2732 -3.3543
C 3.3205 2.7133 -2.9639
C 4.5552 3.3347 -3.2729
C 5.7419 2.7832 -2.8856
C 5.7435 1.5703 -2.1569
C 4.5730 0.9430 -1.8443
C 3.3221 1.4913 -2.2423
H -1.5896 -4.8708 -1.9936
H -2.4428 -3.3733 -1.5619
H -1.4827 -4.2265 -0.3282
H 0.2927 -5.6764 -1.1556
H 2.6156 -6.3459 -0.6768
H 4.4226 -4.6538 -0.7043
H 3.8901 -2.2892 -1.2656
H -0.0524 3.0816 -3.3238
H 2.0760 4.2052 -3.9093
H 4.5337 4.2663 -3.8288
H 6.6790 3.2683 -3.1295
H 6.6857 1.1367 -1.8422
H 4.5615 0.0216 -1.2785
C -0.6888 -1.2533 1.0668
C -1.4932 -0.4750 1.6004
C -2.3870 0.3944 2.2301
C -2.6581 1.6844 1.5917
C -1.6659 2.3037 0.8207
C -1.9196 3.4858 0.1474
C -3.1702 4.0809 0.2295
C -4.1692 3.4760 0.9822
C -3.9203 2.2915 1.6536
C -3.0112 -0.0186 3.4797
C -3.0831 -1.3806 3.8137
C -3.6486 -1.7921 5.0066
C -4.1475 -0.8612 5.9093
C -4.0619 0.4916 5.6062
C -3.5017 0.9100 4.4117
H -0.6872 1.8478 0.7477
H -1.1346 3.9286 -0.4522
H -3.3685 5.0022 -0.3042
H -5.1566 3.9188 1.0326
H -4.7185 1.8104 2.2035
H -2.6847 -2.1075 3.1178
H -3.6975 -2.8504 5.2324
H -4.5866 -1.1847 6.8448
H -4.4227 1.2311 6.3109
H -3.4133 1.9684 4.2067
```

Mulliken population analysis, charges in e, atoms 1 to 6: 0.380, -1.002, -0.297, 0.605, -0.729, -0.574

What relative energy (zero: lowest compared OMol25 entry of this formula, charge and spin) values result from the calculations? In sequence: 38.55 6.80 0.00 36.96 71.77 151.10 0.00 kcal per mole.